1.
A structure of composition C16H17CoN3O6Se. Source: OMol25; level of theory: the ωB97M-V functional and the def2-TZVPD basis.

Summary:
Multiplicity: 2
Electronic energy (eV): -136590.4432
Charge: 0

Structure (XYZ):
```
44
Properties=species:S:1:pos:R:3:forces:R:3
Co 1.121 -1.945 -0.447 0.7894 -0.1899 0.3448
O 3.721 -2.579 -0.017 0.0215 0.0086 0.1274
N 2.866 -2.264 -0.702 -0.8753 0.1697 -0.0509
N 1.289 -0.071 -0.433 -0.0052 -0.0618 -0.0462
C 1.107 1.151 -0.262 0.0154 0.0091 0.0274
C 1.164 2.023 -1.476 0.0061 -0.0060 0.0012
C 0.468 1.630 -2.615 -0.0006 -0.0007 -0.0030
C 0.528 2.412 -3.758 -0.0007 -0.0005 0.0014
C 1.291 3.571 -3.768 0.0001 0.0004 0.0008
C 1.994 3.955 -2.633 -0.0005 0.0006 0.0000
C 1.929 3.186 -1.482 -0.0030 -0.0010 0.0033
C 0.821 1.711 1.088 -0.0061 -0.0030 0.0021
C 0.207 2.955 1.214 0.0013 -0.0042 0.0022
C -0.096 3.449 2.473 0.0001 -0.0009 0.0001
C 0.212 2.706 3.603 -0.0001 0.0010 0.0002
C 0.815 1.461 3.477 0.0003 -0.0039 0.0012
C 1.118 0.957 2.224 -0.0016 0.0047 -0.0001
H -0.122 0.722 -2.588 0.0001 -0.0006 -0.0003
H -0.020 2.115 -4.642 0.0001 -0.0007 -0.0003
H 1.340 4.178 -4.662 0.0002 0.0000 -0.0003
H 2.594 4.855 -2.644 0.0003 0.0000 0.0006
H 2.473 3.480 -0.594 0.0010 0.0007 0.0005
H -0.045 3.528 0.332 0.0013 0.0004 -0.0031
H -0.575 4.414 2.569 -0.0001 0.0002 0.0004
H -0.024 3.095 4.585 0.0005 0.0000 0.0000
H 1.045 0.875 4.357 0.0001 0.0008 0.0015
H 1.564 -0.024 2.124 0.0054 0.0068 -0.0004
O 1.703 -4.667 2.128 0.0087 0.0301 -0.0034
Se 0.593 -3.802 1.377 -0.0354 -0.1836 -0.0628
O 0.910 -2.130 1.454 0.0773 0.1464 -0.3447
O 0.801 -3.813 -0.320 -0.0112 0.0506 0.0415
O -0.942 -4.103 1.745 0.0187 0.0088 0.0209
C -3.381 -3.911 -0.215 0.0006 -0.0019 -0.0034
N -2.606 -2.688 -0.338 0.0240 -0.0182 0.0273
C -2.799 -1.687 0.701 -0.0095 0.0064 0.0009
C -1.577 -2.619 -1.153 -0.0015 0.0263 0.0041
O -0.790 -1.648 -1.203 -0.0016 -0.0028 -0.0715
H -4.445 -3.681 -0.276 0.0007 -0.0011 0.0018
H -3.150 -4.384 0.738 -0.0030 0.0011 0.0011
H -3.116 -4.594 -1.019 -0.0018 0.0007 -0.0024
H -3.866 -1.502 0.821 -0.0008 0.0048 -0.0036
H -2.293 -0.770 0.414 0.0030 -0.0017 -0.0004
H -2.377 -2.062 1.634 -0.0075 -0.0004 -0.0019
H -1.450 -3.485 -1.809 -0.0109 0.0047 -0.0142
```
Forces are in eV/Å.

2.
The ion C2H5N with charge +1 in a non-equilibrium geometry. Source: OMol25; level of theory: the ωB97M-V functional and the def2-TZVPD basis.

Summary:
Multiplicity: 2
Electronic energy (eV): -3634.5585
Charge: +1

Structure (XYZ):
```
8
Properties=species:S:1:pos:R:3:forces:R:3
C 0.818 -0.909 0.006 0.7379 0.1288 1.0509
C -0.892 0.800 -0.306 -0.2419 1.6855 1.7244
N -0.026 0.255 0.400 -0.4161 -1.8607 -3.6529
H 1.340 -1.200 0.927 0.0086 -0.4021 -0.4870
H 1.533 -0.597 -0.761 0.0792 0.4769 0.4119
H 0.235 -1.727 -0.453 -0.3676 0.4357 0.8063
H -1.391 1.661 0.168 -0.1851 -0.1402 -0.2732
H -1.167 0.565 -1.353 0.3850 -0.3239 0.4196
```
Forces are in eV/Å.

3.
A cluster of 2 separate species, C3H3NO in total in a non-equilibrium geometry. Source: OMol25; level of theory: the ωB97M-V functional and the def2-TZVPD basis.

Summary:
Electronic energy (eV): -6688.3861
Charge: 0

Structure (XYZ):
```
8
Properties=species:S:1:pos:R:3:forces:R:3
C 0.745 0.986 0.510 -0.5594 -3.3094 -1.4354
C 0.154 -0.147 -0.037 0.2144 0.1505 0.3847
C -0.545 1.035 0.253 -5.0247 1.1198 -0.5145
N 0.190 -1.472 -0.343 -0.6535 -0.7318 -1.7300
O -2.432 2.105 0.285 2.1324 -1.2222 -0.0244
H 1.555 1.319 0.997 2.8244 1.5404 1.2474
H 0.963 -1.782 -0.940 0.2342 0.4022 1.0193
H -0.630 -2.045 -0.725 0.8323 2.0505 1.0528
```
Forces are in eV/Å.

4.
A structure of composition C4H11NO2 in a non-equilibrium geometry. Source: OMol25; level of theory: the ωB97M-V functional and the def2-TZVPD basis.

Summary:
Electronic energy (eV): -9907.1294
Charge: 0

Structure (XYZ):
```
18
Properties=species:S:1:pos:R:3:forces:R:3
C 0.532 0.362 -0.035 -2.2947 0.7015 4.3032
C -0.642 -0.169 -0.674 2.6060 -0.5774 -3.9812
C 0.947 1.796 -0.193 -0.0358 -0.2519 -0.0347
C -1.054 -1.597 -0.502 -0.0276 0.1079 0.0912
N -0.045 -0.295 2.532 0.0956 -0.1888 0.2362
O -0.508 0.392 1.409 1.8346 0.5626 -0.9009
O 0.444 -0.186 -2.061 -2.1901 -0.3686 0.4552
H 0.012 0.351 -2.737 0.0737 -0.0503 -0.0182
H 1.324 -0.352 0.184 -0.1789 0.0041 -0.0455
H -1.433 0.548 -0.881 0.1259 -0.0496 0.0474
H -0.210 -1.294 2.403 0.1552 0.0879 -0.1183
H 0.961 -0.151 2.627 -0.1784 -0.0239 0.0088
H 1.372 2.150 0.746 0.0693 -0.0163 -0.0448
H 0.099 2.435 -0.436 -0.0460 -0.0837 -0.0040
H 1.686 1.874 -0.989 0.0501 0.0424 0.0403
H -1.569 -1.931 -1.402 -0.0733 -0.0035 0.0674
H -0.196 -2.248 -0.348 0.0925 0.0898 -0.0256
H -1.717 -1.687 0.359 -0.0781 0.0177 -0.0763
```
Forces are in eV/Å.

5.
A structure of composition C26H23ClIrN3O. Source: OMol25; level of theory: the ωB97M-V functional and the def2-TZVPD basis.

Summary:
Multiplicity: 5
Electronic energy (eV): -49208.8486
Charge: 0

Structure (XYZ):
```
55
Properties=species:S:1:pos:R:3:forces:R:3
Ir 1.497 0.851 -1.120 0.5718 -0.0449 -0.6875
N 1.354 1.820 0.520 -0.1443 -0.1644 0.0709
C 1.061 1.990 1.742 0.1630 -0.0842 0.0168
C 1.368 0.913 2.732 -0.0272 -0.0681 -0.0096
C 0.410 0.518 3.666 0.0367 0.0296 -0.0564
C 0.681 -0.516 4.548 -0.0365 0.0096 0.0163
C 1.911 -1.159 4.510 -0.0067 -0.0263 0.0001
C 2.865 -0.770 3.581 0.0482 -0.0307 -0.0012
C 2.594 0.256 2.690 -0.0358 0.0659 0.0071
C 0.409 3.238 2.204 -0.0356 0.2698 0.0138
C -0.377 3.971 1.314 0.0221 -0.1100 -0.0343
C -0.987 5.145 1.719 -0.0192 0.0490 0.0021
C -0.808 5.611 3.015 0.0132 -0.0171 -0.0019
C -0.009 4.900 3.899 -0.0127 0.0557 0.0724
C 0.596 3.720 3.501 -0.0103 -0.0807 -0.1228
H -0.555 1.007 3.686 0.0047 0.0569 0.0217
H -0.069 -0.816 5.268 0.0026 -0.0180 -0.0158
H 2.122 -1.963 5.204 0.0158 0.0156 0.0023
H 3.828 -1.265 3.549 -0.0134 0.0002 0.0054
H 3.331 0.557 1.959 0.0003 -0.0033 -0.0352
H -0.506 3.599 0.305 -0.0167 0.0110 0.0065
H -1.603 5.702 1.025 0.0024 -0.0196 -0.0097
H -1.286 6.528 3.334 0.0062 -0.0003 -0.0037
H 0.144 5.269 4.906 0.0039 -0.0035 -0.0108
H 1.230 3.181 4.192 -0.0064 -0.0581 0.0233
C 1.915 -2.835 -2.282 0.0754 0.0704 0.0172
N 1.615 -3.220 -0.914 0.0223 0.0448 -0.1299
C 1.254 -4.604 -0.695 -0.0323 -0.0109 0.0358
C 1.739 -2.352 0.092 -0.2041 0.0035 0.0314
O 2.130 -1.192 -0.005 0.0619 0.0003 0.0238
H 1.121 -3.188 -2.940 -0.0143 0.0175 0.0084
H 2.866 -3.266 -2.604 -0.0174 -0.0399 0.0151
H 1.976 -1.753 -2.345 -0.0295 -0.0161 -0.0266
H 0.335 -4.852 -1.228 0.0004 0.0264 -0.0015
H 1.104 -4.788 0.368 0.0129 0.0113 -0.0038
H 2.052 -5.255 -1.059 -0.0151 -0.0318 0.0410
H 1.441 -2.761 1.069 0.1100 -0.0356 -0.0038
N -7.151 -2.769 -4.643 0.0588 0.0514 -0.0070
C -6.152 -2.294 -4.326 -0.2857 -0.1326 -0.1231
C -4.910 -1.727 -3.906 0.3250 0.1306 0.1687
C -4.894 -0.736 -2.922 -0.0795 -0.0425 -0.0708
C -3.694 -0.232 -2.465 0.0693 -0.0476 -0.0484
C -2.481 -0.714 -2.975 -0.1469 -0.0293 -0.0430
C -2.508 -1.684 -3.984 0.0207 0.0574 0.0592
C -3.708 -2.188 -4.444 -0.1049 0.0025 -0.0221
C -1.243 -0.235 -2.457 0.2279 -0.0122 0.0032
C -0.183 0.144 -1.993 -0.0282 0.0690 0.2173
H -5.832 -0.370 -2.525 0.0142 -0.0079 0.0288
H -3.674 0.533 -1.702 -0.0112 -0.0075 0.0120
H -1.572 -2.034 -4.395 -0.0099 -0.0236 -0.0124
H -3.727 -2.940 -5.221 0.0119 -0.0169 0.0171
Cl 2.521 2.476 -3.441 0.0034 0.1327 -0.1341
C 3.124 1.028 -2.565 -0.4206 0.1026 0.5342
H 4.092 1.283 -2.143 -0.0290 -0.0059 0.0622
H 3.242 0.237 -3.302 -0.1113 -0.0942 0.0814
```
Forces are in eV/Å.

6.
A cluster of 2 separate species, C2H8N6 in total in a non-equilibrium geometry. Source: OMol25; level of theory: the ωB97M-V functional and the def2-TZVPD basis.

Summary:
Electronic energy (eV): -11122.8607
Charge: +2

Structure (XYZ):
```
16
Properties=species:S:1:pos:R:3:forces:R:3
C 2.269 2.100 1.181 3.3198 -1.0751 -0.6903
C -2.172 -2.154 -1.108 1.3690 -0.9146 0.2386
N 3.314 1.570 0.974 -3.1936 1.7406 -0.2981
N -1.995 -2.945 -0.235 -0.8210 1.1411 0.1408
N -2.208 -1.476 -2.187 2.5095 -1.8145 -1.7938
N 1.509 3.076 1.343 -4.0556 0.4950 -1.3052
N 4.007 0.541 0.838 1.7925 -3.1367 1.4988
N -2.944 -0.349 -2.428 -2.7945 1.8198 0.6009
H -1.634 -2.871 0.740 -0.1204 -0.1572 -1.1561
H -1.474 -1.632 -3.025 -1.7738 -0.0381 2.9184
H 0.564 3.093 0.912 0.9245 -0.4554 0.2572
H 1.582 3.837 1.937 1.1278 1.6982 1.6910
H 4.647 0.427 0.089 0.5589 0.6226 -0.8249
H 4.232 -0.021 1.663 -0.3189 0.2545 -0.2461
H -3.100 -0.325 -3.432 -0.4529 0.1615 0.1980
H -3.881 -0.314 -1.893 1.9286 -0.3416 -1.2292
```
Forces are in eV/Å.